(1)
Density functional theory data (the ωB97M-V functional and the def2-TZVPD basis) for C7H10 in the gas phase in a non-equilibrium geometry.

Output
SMILES string: C=CC(=C)C(=C)C
Charge: 0

```
17
Properties=species:S:1:pos:R:3:forces:R:3:nbo_charge:R:1
C -2.613837 0.786737 -0.246101 -0.64 -1.55 0.76 -0.35
C -1.400311 0.570075 -0.756269 -0.43 3.68 -0.11 -0.23
C -0.478271 -0.357797 -0.119954 2.95 0.27 -2.22 -0.07
C -0.779399 -1.552512 0.385127 1.94 -1.11 -0.09 -0.38
C 1.030719 0.090281 -0.235224 0.02 -0.29 -1.01 -0.01
C 1.923690 0.472172 -1.180247 -0.71 0.48 1.62 -0.41
C 1.621690 -0.037844 1.067152 0.64 -1.57 4.17 -0.64
H -3.367112 1.489588 -0.510834 0.07 0.85 -0.75 0.20
H -3.034949 0.127520 0.536777 0.60 0.16 -0.32 0.18
H -0.993321 1.484108 -1.420045 -0.63 -2.67 1.17 0.23
H -1.804127 -1.823207 0.414416 -0.71 -0.56 0.07 0.20
H 0.037903 -2.360605 0.623201 -1.87 1.87 -0.19 0.22
H 2.922109 0.810735 -0.788852 -1.07 -0.60 -0.72 0.20
H 1.702845 0.671992 -2.187302 -0.29 0.01 -1.26 0.19
H 1.279078 0.746746 1.802735 0.15 -0.70 -0.68 0.22
H 2.742450 -0.082826 1.133826 -1.08 0.15 -0.34 0.21
H 1.210848 -1.035155 1.481586 1.05 1.60 -0.09 0.21
```
Forces are in eV/Å.



(2)
Density functional theory data (the ωB97M-V functional and the def2-TZVPD basis) for 2 unconnected molecules or ions with the total composition C7H10.

Output
SMILES string: C1=C2[C@H]3C[C@H]3[C@H]2C1.[H][H]
Charge: 0

```
17
Properties=species:S:1:pos:R:3:forces:R:3:nbo_charge:R:1
C 0.469220 -1.295763 0.760625 -0.05 0.02 0.14 -0.19
C -0.710538 -0.965206 0.203189 0.14 -0.06 0.07 0.02
C -1.709784 0.178309 0.120909 -0.27 -0.04 0.17 -0.26
C -0.855667 1.415118 0.059286 0.10 0.14 0.07 -0.41
C -0.982279 0.574001 -1.178503 -0.04 0.16 -0.28 -0.21
C -0.182704 -0.761006 -1.168456 -0.06 -0.09 -0.14 -0.25
C 1.222424 -1.076671 -0.556659 0.20 -0.03 -0.07 -0.42
H 0.822979 -1.402057 1.783257 -0.08 0.02 -0.16 0.20
H -2.769694 0.195010 0.351413 0.18 0.01 -0.04 0.23
H -1.394373 2.359376 0.011646 0.07 -0.16 0.00 0.22
H 0.072913 1.458154 0.624695 -0.15 -0.06 -0.09 0.22
H -1.428220 0.993108 -2.076390 0.07 -0.06 0.16 0.22
H -0.527215 -1.430904 -1.961496 0.05 0.10 0.11 0.21
H 1.872333 -0.193898 -0.497334 -0.10 -0.11 0.00 0.21
H 1.784658 -1.902033 -1.010623 -0.09 0.13 0.07 0.21
H 2.365687 0.806888 1.983408 -0.02 0.03 0.06 0.00
H 1.950259 1.047573 2.551032 0.05 -0.01 -0.04 0.00
```
Forces are in eV/Å.



(3)
Density functional theory data (the ωB97M-V functional and the def2-TZVPD basis) for C7H10 in the gas phase.

Output
SMILES string: C#CC[C@@H]1C[C@@H]1C
Charge: 0

```
17
Properties=species:S:1:pos:R:3:forces:R:3:nbo_charge:R:1
C 0.600104 -2.091305 1.674666 -0.27 0.45 -0.09 -0.28
C 0.036764 -1.030696 1.569348 0.20 -0.35 0.19 0.02
C -0.660404 0.256903 1.420781 0.04 -0.05 0.00 -0.49
C -1.049912 0.599104 -0.018406 -0.06 0.01 0.03 -0.22
C -0.894364 -0.401128 -1.131479 -0.05 -0.13 -0.13 -0.42
C -0.019360 0.820791 -1.094009 0.02 0.09 -0.10 -0.22
C 1.465528 0.733924 -0.816298 0.00 -0.02 0.02 -0.62
H 1.093934 -3.036661 1.739985 -0.09 0.20 0.04 0.24
H -1.570874 0.232162 2.031478 0.13 -0.09 -0.08 0.24
H -0.041584 1.060369 1.842777 -0.02 -0.16 -0.07 0.23
H -1.925305 1.244376 -0.073922 0.17 -0.13 0.03 0.22
H -1.674769 -0.462269 -1.885548 0.14 0.02 0.13 0.22
H -0.429136 -1.351265 -0.877549 -0.10 0.19 -0.03 0.23
H -0.290844 1.589204 -1.815132 0.07 -0.06 0.11 0.21
H 2.016824 0.504032 -1.734787 -0.08 0.03 0.11 0.21
H 1.844895 1.688091 -0.432071 -0.04 -0.13 -0.04 0.21
H 1.701149 -0.044688 -0.083921 -0.06 0.13 -0.13 0.22
```
Forces are in eV/Å.



Kohn-Sham gap readings, ordered: 0.34483, 0.36165, 0.39747 Eh
ΔE to the lowest compared entry with this formula, charge and spin readings, ordered: 315.6, 523.3, 242.4 kJ/mol
E_LUMO readings, ordered: 0.6417, 1.1649, 1.1194 eV